DFT (the ωB97M-V functional and the def2-TZVPD basis) results for 2 unconnected molecules or ions with the total composition C2H11BN3O.

Each line ends with the Mulliken charge.
Cartesian coordinates (Å):
B -0.894 -0.368 -0.140  0.0765
C 2.402 0.020 0.932  -0.2892
C -1.519 0.698 -0.870  -0.5515
N -0.006 -1.449 -0.933  -0.3409
N 2.443 -0.639 -0.095  -0.4534
N -2.092 1.736 0.029  -0.3383
O -1.064 -0.516 1.271  -0.5568
H 1.541 0.543 1.319  0.2439
H 3.382 0.222 1.535  0.2451
H -1.528 1.100 -1.860  0.3876
H -0.132 -1.744 -1.865  0.3262
H -0.285 -2.248 -0.383  0.3464
H 3.321 -1.143 -0.329  0.2276
H 1.052 -1.367 -0.635  0.3648
H -2.691 2.490 -0.551  0.3940
H -2.548 1.269 0.777  0.3012
H -1.211 2.174 0.278  0.3480
H -0.170 -0.777 1.522  0.2688

Atomic forces in eV per Å
-0.62 0.56 -1.61
3.50 2.18 3.48
0.06 -0.44 -0.12
0.56 -0.26 3.67
-0.15 -2.88 -2.62
-0.27 2.69 -3.02
1.21 -0.37 -1.52
-0.55 -0.01 -0.23
-1.78 -0.34 -0.73
0.26 -0.54 -0.55
-0.31 0.35 -1.55
-0.20 -1.01 0.03
-0.45 0.94 0.41
-0.99 0.80 -1.00
1.34 -2.38 2.15
-0.77 0.17 1.12
-0.63 0.72 1.00
-0.21 -0.18 1.09

Calculated values
E_HOMO = -11.651 eV
ΔE to the lowest compared entry with this formula, charge and spin = 308.32 kJ/mol
Kohn-Sham gap = 8.737 eV
net charge = +1
E_tot = -346.90166 Ha

DFT (the ωB97M-V functional and the def2-TZVPD basis) results for a molecular structure, C17H36BBr2N5OP2SiTa.

Each line ends with the Mulliken charge.
Cartesian coordinates (Å):
Ta -0.120 -0.349 -0.013  -1.4520
Br -0.175 -3.248 1.625  0.0969
C 0.989 -4.160 0.362  -0.6021
Br 2.290 -2.917 -0.342  0.0085
H 0.393 -4.552 -0.454  0.3324
H 1.516 -4.937 0.904  0.4829
C 2.937 1.891 -0.202  -1.1489
P 2.113 0.694 -1.297  1.0396
C 3.508 -0.340 -1.826  -1.6744
C 1.644 1.632 -2.797  -1.3196
C 0.297 2.339 -2.614  -0.8333
P -0.948 1.083 -2.171  1.2337
C -2.537 1.932 -1.958  -1.3698
C -1.155 0.099 -3.682  -1.6119
H 3.777 2.333 -0.740  0.5960
H 3.317 1.351 0.666  0.1816
H 2.297 2.699 0.142  0.2771
H 4.236 0.321 -2.301  0.5435
H 3.203 -1.095 -2.549  0.4447
H 3.988 -0.807 -0.966  0.4316
H 1.602 0.926 -3.630  0.4873
H 2.444 2.340 -3.023  0.6649
H -0.023 2.830 -3.536  0.5931
H 0.349 3.109 -1.840  0.3382
H -2.836 2.396 -2.899  0.5491
H -2.476 2.712 -1.201  0.2842
H -3.299 1.197 -1.690  0.3440
H -1.342 0.771 -4.522  0.5476
H -2.010 -0.568 -3.568  0.4500
H -0.276 -0.506 -3.898  0.4258
N -2.647 2.629 1.854  -0.0120
C -1.587 3.496 1.761  -1.1595
C -0.598 2.818 1.114  -0.4458
N -1.055 1.561 0.799  0.8388
C -2.298 1.479 1.266  0.2980
C -2.976 0.228 1.030  -0.2504
N -2.255 -0.710 0.409  0.6899
C -3.095 -1.789 0.206  -0.3642
C -4.314 -1.488 0.723  -0.9325
N -4.219 -0.208 1.226  0.0263
H -3.531 2.841 2.297  0.2091
H -1.622 4.494 2.163  0.4617
H 0.386 3.167 0.869  0.3627
H -2.773 -2.700 -0.266  0.4728
H -5.225 -2.060 0.781  0.4302
H -4.977 0.294 1.669  0.2164
B -1.132 -3.941 -2.929  0.7351
C -0.742 -2.774 -2.049  -0.5897
N -0.440 -1.865 -1.364  0.1879
H -2.184 -4.331 -2.476  -0.0204
H -1.265 -3.460 -4.028  -0.0283
H -0.229 -4.734 -2.831  0.0002
C 3.240 -1.092 2.835  -0.9577
Si 1.655 -0.175 3.101  0.8753
C 1.875 1.629 3.501  -1.0549
C 0.422 -1.003 4.219  -1.2416
O 0.856 -0.154 1.525  0.8057
H 3.634 -1.409 3.805  0.4507
H 4.009 -0.475 2.366  0.3120
H 3.093 -1.991 2.238  0.2406
H 2.729 1.757 4.170  0.4433
H 1.005 2.045 4.011  0.3513
H 2.077 2.231 2.614  0.2329
H 0.445 -0.521 5.199  0.4517
H 0.634 -2.060 4.371  0.3596
H -0.600 -0.905 3.843  0.2639

Atomic forces in eV per Å
0.36 -0.05 0.02
0.00 0.02 -0.21
0.07 0.13 0.05
0.00 -0.24 0.11
-0.01 0.02 0.01
-0.02 0.01 0.02
-0.02 -0.10 0.02
0.02 0.10 0.09
-0.11 -0.02 -0.05
-0.11 -0.03 0.06
0.06 -0.08 0.06
-0.24 -0.01 -0.02
0.04 0.03 -0.11
-0.02 -0.01 0.08
0.01 -0.03 -0.02
0.01 0.04 0.01
-0.09 -0.01 -0.04
-0.02 0.02 0.00
-0.02 -0.04 0.04
-0.01 0.00 -0.01
0.02 0.01 -0.01
0.00 0.02 0.01
0.03 0.02 -0.01
-0.03 -0.02 0.02
0.03 -0.02 -0.02
0.01 -0.01 0.02
-0.03 0.04 0.01
-0.01 0.02 0.02
0.02 -0.02 -0.01
0.00 -0.02 0.02
-0.10 -0.06 -0.05
0.08 -0.05 -0.01
-0.04 0.20 0.06
0.04 -0.34 0.06
0.06 0.04 -0.02
0.04 -0.06 -0.09
0.01 0.10 -0.09
-0.13 -0.11 0.08
0.05 0.01 -0.06
-0.02 0.06 0.11
0.01 0.02 0.01
0.00 0.01 0.00
0.04 -0.03 0.01
0.01 0.02 -0.02
-0.01 -0.01 -0.02
0.00 -0.02 0.01
0.07 0.11 0.15
-0.03 -0.01 -0.19
0.10 0.47 0.35
-0.04 -0.01 0.04
0.01 0.00 -0.05
0.01 -0.04 -0.03
-0.09 0.06 0.06
0.01 0.15 0.16
0.03 -0.10 0.00
0.08 0.05 -0.01
-0.17 -0.21 -0.68
0.01 0.04 0.02
0.01 0.00 -0.03
0.01 -0.01 0.03
-0.01 -0.01 0.03
-0.03 0.00 -0.02
0.04 0.01 0.01
0.03 -0.01 0.02
-0.01 -0.02 -0.02
0.00 0.01 0.00

Calculated values
E_HOMO = -18.069 eV
ΔE to the lowest compared entry with this formula, charge and spin = 74.76 kJ/mol
Kohn-Sham gap = 7.157 eV
net charge = +3
E_tot = -7219.74707 Ha

DFT (the ωB97M-V functional and the def2-TZVPD basis) results for a single C3H3BrCl2 molecule.

Each line ends with the Mulliken charge.
Cartesian coordinates (Å):
C -0.083 -0.178 -0.611  -0.7265
C -0.186 -0.809 0.769  0.0228
C -1.430 -0.639 -0.092  0.2845
Cl 0.335 -2.468 1.062  -0.1515
Cl -2.069 -1.967 -1.079  -0.1637
Br -2.757 0.626 0.348  -0.0789
H 0.049 0.845 -0.934  0.2421
H 0.361 -0.804 -1.388  0.2779
H -0.161 -0.305 1.952  0.2933

Atomic forces in eV per Å
-0.13 -0.27 -0.03
-0.88 0.95 3.45
1.06 -0.38 -1.21
0.31 0.15 -0.38
-0.14 -0.04 0.64
-0.03 0.25 0.27
0.15 0.41 1.00
-0.25 -0.26 0.44
-0.11 -0.82 -4.17

Calculated values
E_HOMO = -10.072 eV
ΔE to the lowest compared entry with this formula, charge and spin = 81.96 kJ/mol
structure (SMILES) = Cl[C@H]1C[C@]1(Cl)Br
Kohn-Sham gap = 10.755 eV
net charge = 0
E_tot = -3610.44075 Ha

DFT (the ωB97M-V functional and the def2-TZVPD basis) results for a single C15H21N3O2S molecule.

Each line ends with the Mulliken charge.
Cartesian coordinates (Å):
C 4.474 1.688 2.087  -1.3234
H 4.514 2.094 3.094  0.3810
C 3.159 0.952 1.867  -0.2577
C 3.071 0.374 0.459  -0.5777
O 1.842 -0.317 0.337  -0.2096
C 1.645 -0.968 -0.893  -0.7422
C 1.207 -0.051 -2.057  -0.0006
C -0.238 0.439 -1.896  -0.4942
H -0.881 -0.431 -1.733  0.2677
H -0.546 0.919 -2.828  0.2429
C -0.391 1.426 -0.732  0.0803
C -1.818 1.676 -0.418  0.0894
N -2.416 2.811 -0.573  -0.7347
N -3.708 2.600 -0.226  0.0879
C -3.935 1.312 0.138  0.0929
S -5.354 0.651 0.619  -0.4059
N -2.696 0.710 0.022  0.3773
C -2.428 -0.649 0.293  -0.2627
C -3.171 -1.629 -0.354  -0.1327
C -2.910 -2.962 -0.098  -0.7031
C -1.912 -3.318 0.794  -0.4068
C -1.184 -2.337 1.447  -0.7413
C -1.444 -1.000 1.208  0.0486
H -0.889 -0.238 1.733  0.4466
H -0.414 -2.609 2.152  0.3877
H -1.709 -4.361 0.988  0.4159
H -3.488 -3.724 -0.599  0.3924
H -3.948 -1.341 -1.045  0.4999
H -4.389 3.338 -0.259  0.1841
H 0.117 1.016 0.142  -0.1555
H 0.063 2.383 -0.987  0.4809
O 1.373 -0.729 -3.281  -0.6037
H 0.776 -1.486 -3.303  0.3735
H 1.882 0.808 -2.123  0.2824
H 0.865 -1.715 -0.706  0.3648
H 2.564 -1.489 -1.201  0.3783
H 3.905 -0.321 0.279  0.4145
H 3.138 1.184 -0.281  0.2472
H 2.320 1.634 2.017  0.2581
H 3.059 0.137 2.584  0.2859
H 5.317 1.014 1.954  0.3396
H 4.576 2.509 1.381  0.3319

Atomic forces in eV per Å
-0.22 -0.10 -0.01
0.08 0.07 0.06
0.06 -0.10 -0.35
0.03 0.09 0.23
-0.03 0.07 0.26
0.12 -0.04 -0.37
-0.25 0.11 0.50
0.41 0.07 -0.06
0.01 -0.03 -0.07
-0.03 -0.04 0.02
-0.03 -0.20 -0.04
0.09 0.47 -0.13
0.70 0.42 -0.23
0.24 -1.01 0.17
-0.19 0.39 0.01
-0.69 -0.26 0.25
-0.44 0.76 -0.11
0.07 -0.60 0.19
0.10 0.10 -0.04
-0.01 0.03 -0.05
0.05 -0.04 0.06
0.06 -0.10 0.00
-0.19 0.17 -0.13
0.05 0.10 0.04
0.08 -0.03 0.06
0.02 -0.09 0.03
-0.05 -0.06 -0.04
-0.05 0.05 -0.03
0.02 -0.15 0.03
-0.02 0.16 -0.02
-0.01 0.00 0.07
0.04 -0.29 -0.27
0.00 0.03 -0.01
-0.04 -0.02 0.07
0.04 0.00 -0.12
-0.10 0.03 0.01
-0.05 0.06 -0.02
0.04 -0.05 0.02
-0.07 -0.02 0.03
-0.07 -0.02 0.02
0.14 -0.03 0.01
0.08 0.12 -0.05

Calculated values
E_HOMO = -7.866 eV
ΔE to the lowest compared entry with this formula, charge and spin = 195.63 kJ/mol
structure (SMILES) = CCCOC[C@@H](O)CCc1n[nH]c(=S)n1-c1ccccc1
Kohn-Sham gap = 8.543 eV
net charge = 0
E_tot = -1297.11436 Ha